# C4H10O2

One molecule with the formula C4H10O2 (ωB97M-V/def2-TZVPD, the Open Molecules 2025 dataset).

Total charge: 0
Relative energy (zero: lowest compared OMol25 entry of this formula, charge and spin), kJ/mol: 64.0
HOMO-LUMO gap, eV: 10.78

```
16
Properties=species:S:1:pos:R:3:forces:R:3
C -0.397110 1.105205 -1.356847 -0.310 -0.010 0.176
O 0.964038 1.118801 -1.804523 0.124 0.260 0.036
H 1.770486 0.257624 -0.097819 -0.154 0.060 0.016
H -0.343700 0.710567 1.385377 0.095 -0.137 -0.062
H -1.651016 -0.417186 -0.418644 0.270 0.236 -0.020
H 0.353337 -1.353431 2.573714 -0.118 -0.051 -0.081
C 0.087916 -0.143696 0.831850 -0.389 -0.086 0.066
H -1.079643 1.133582 -2.219729 0.228 -0.091 0.119
H 0.240891 -2.279795 1.072953 -0.103 0.126 0.051
H -0.151771 -0.965152 -1.162062 -0.007 -0.190 0.130
H 1.321280 2.009988 -1.725480 -0.112 -0.085 -0.114
C -0.585489 -0.169750 -0.548178 0.124 -0.090 -0.044
H -1.237678 -1.590162 1.803714 0.152 0.061 -0.040
C -0.171058 -1.421572 1.616385 -0.023 -0.030 0.048
O 1.499751 0.015482 0.797246 0.118 0.086 -0.286
H -0.620234 1.989495 -0.747957 0.106 -0.058 0.004
```
Positions in Å, forces in eV/Å.

Atomic partial charges in e from the Löwdin method, atoms 1 to 5:
1. C -0.2456
2. O -0.0797
3. H 0.0674
4. H 0.1390
5. H 0.1256